# 1
C12H6F5N4RhS as an isolated structure, computed with ωB97M-V with the def2-TZVPD basis set.

```
! RIJCOSX wB97M-V def2-TZVPD def2/J DEFGRID3
* xyz 2 5
H -2.5545 -4.3727 0.0001
N -2.6249 -0.1744 0.0000
Rh -0.5397 0.2858 -0.0002
C 3.9163 3.8920 0.0001
H 1.3528 -2.8676 -0.0002
C -2.9201 -1.4677 0.0000
N -4.2451 -1.6330 0.0001
N -1.7699 -3.7387 0.0000
H -0.1485 -5.1576 0.0000
H -3.8754 1.5924 0.0000
C 1.8841 2.5398 -0.0001
C -3.8221 0.5179 0.0000
F 5.9644 2.7838 0.0003
C 4.6711 2.7173 0.0001
H -4.7496 -2.5067 0.0002
C -0.4471 -4.1240 0.0000
C 0.2830 -2.9803 -0.0001
C 4.0540 1.4453 0.0001
C -4.8342 -0.3833 0.0001
S 0.2025 2.5215 -0.0003
F 2.1006 0.1737 -0.0001
F 4.8041 0.3690 0.0001
N -0.5794 -1.9049 -0.0001
C 2.6961 1.3787 -0.0001
C 2.5465 3.8028 -0.0001
C -1.8099 -2.4017 0.0000
F 1.8241 4.8924 -0.0001
F 4.5231 5.0529 0.0001
H -5.9022 -0.2527 0.0002
*
```

The HOMO energy (spin up / spin down) is -15.5228 / -15.5124 eV. The gap between HOMO and LUMO (spin up / spin down) is 9.0 / 5.6 eV. As for the LUMO energy (spin up / spin down): -6.555 / -9.868 eV.



# 2
C12H6GdNO5 as an isolated structure, computed with ωB97M-V with the def2-TZVPD basis set.

```
! RIJCOSX wB97M-V def2-TZVPD def2/J DEFGRID3
* xyz 2 8
Gd 1.7803 -1.4348 -1.6433
O 0.2573 -0.7731 -4.8039
H 0.2027 1.0834 5.4351
C -1.5859 1.1558 1.9904
C -0.4136 0.3922 2.1539
H -1.8552 2.4677 5.1368
C 0.1365 -0.3733 1.1084
C -1.3449 -1.2098 -3.0771
O 4.0813 -0.5780 -4.2957
C 1.8909 -3.0471 -3.4423
C 3.2066 -0.7690 -3.5724
C -1.4357 1.8944 4.3039
C -0.2933 1.1081 4.4671
O 0.7482 1.8857 -2.2115
H -2.9683 2.5015 2.9083
O -1.6810 -0.4725 -2.1423
H -2.0759 1.1374 1.0157
H -1.9889 -1.9630 -3.6083
H 1.0966 -0.2699 3.5604
N 0.7257 -1.0111 0.3084
C 0.0827 -0.9756 -3.6136
C -2.0769 1.9007 3.0621
O 2.2862 -3.7569 -4.2710
C 1.0171 0.7606 -2.1847
C 0.2074 0.3463 3.4154
*
```

The HOMO energy (spin up / spin down) is -15.6314 / -15.2297 eV. The relative energy (zero: lowest compared OMol25 entry of this formula, charge and spin) is 0.4 kJ/mol. The gap between HOMO and LUMO (spin up / spin down) is 6.3 / 5.4 eV. As for the LUMO energy (spin up / spin down): -9.338 / -9.832 eV.



# 3
C12H76N2O26 as an isolated structure, computed with ωB97M-V with the def2-TZVPD basis set.

```
! RIJCOSX wB97M-V def2-TZVPD def2/J DEFGRID3
* xyz 2 1
H -4.3732 3.6337 1.5144
H -0.0651 -6.4374 -1.7067
C 1.7692 2.1202 0.6798
H -4.9891 0.9226 2.2612
H 2.4740 -1.9689 0.0514
H 0.5470 -5.4924 -4.5764
O -2.1912 -0.6190 -0.0621
H 0.8114 3.8845 -3.0208
H -0.0791 4.3370 4.0028
H -0.3494 -6.6314 -7.6966
O 3.4689 1.2169 4.3666
N -0.7884 -5.8714 -2.1100
O 0.2581 3.6366 3.5087
H -2.2979 -0.9004 1.2127
O -3.6041 -3.5897 1.6819
H -0.3693 0.4421 1.1637
H 0.5188 2.1532 -0.7360
H 3.0633 5.3078 2.2410
H -0.7394 -4.8571 0.4291
H 0.4738 -0.0975 -0.4953
H 1.9001 1.9280 1.7058
H 4.7879 6.5316 5.1978
H 1.1938 3.7961 3.8502
H -1.3873 0.7031 -1.5327
H 2.4822 1.4969 0.0497
H 3.5058 7.7314 -0.1819
C -1.2671 -6.0008 -3.5304
C 3.9188 4.7411 1.7603
O -0.8265 -6.4494 -5.7268
H 4.9625 1.4558 -1.4891
C -1.5635 0.5062 -0.4940
H 0.8091 2.4307 -2.9318
O 2.7679 -0.9119 1.8933
H -0.8814 4.0510 1.9763
H -3.0893 -2.0585 1.9853
H -6.0305 1.1177 -0.4992
H 1.0680 6.8456 -0.1384
C -0.2807 -4.5634 -1.6847
H -1.4643 -1.3945 3.5969
C -0.2351 -6.3242 -4.5063
O 2.7039 4.1786 4.7074
O -4.3764 1.2103 1.5819
O -5.7229 -3.0370 -0.8944
O 0.3085 -1.6480 -2.5024
H 4.3224 5.2733 0.9074
O 4.2321 8.3371 -0.2661
C -0.2339 0.6198 0.0999
H -4.4623 -3.4655 1.0226
N 0.4281 1.9429 0.1784
H 0.2444 -7.3906 -4.2279
O 4.7769 0.9036 1.7500
C -2.9732 -1.1332 -1.1113
H -0.5050 -3.3328 2.0044
C -0.0073 -4.4569 -0.2643
H 4.7652 4.3184 2.4161
O 3.3856 3.4155 1.4597
C 0.3477 -2.7958 1.5258
H 5.2345 2.7819 -1.2817
H 0.4283 -0.8403 -2.7058
H 3.2510 3.4331 4.5028
C 0.1035 -6.7515 -6.8357
H -3.2448 -2.2558 -0.9800
H 3.2269 -1.5870 2.5822
H 4.0494 9.1668 -0.6642
H -0.3881 -2.8752 -4.9798
O -1.1894 -2.4907 -4.7368
H -3.8733 -3.7676 2.6442
H 0.4698 -7.9218 -7.0670
H -2.1509 1.4183 -0.4182
H 0.4188 -1.6795 1.5084
O 1.9111 -2.4104 -0.5473
O -0.7418 -1.3440 4.2753
O -1.1742 3.8381 1.0683
H -0.1865 2.6757 0.5847
H -5.7217 -3.3364 -1.7902
H 1.3362 -2.9224 -0.1249
O -6.3412 1.6246 -1.2342
O 1.6821 7.0229 0.5206
C 2.2369 3.5491 0.7705
H 0.9830 -4.9438 -0.0183
H 3.3469 4.7957 4.7767
H -1.2237 -3.9021 -2.0473
H -1.8506 -6.8753 -3.3958
H 4.0339 1.0538 5.1428
O 0.9136 3.1763 -2.3523
H -0.1629 -0.6509 3.8722
H 1.3493 -3.1759 1.6127
O 5.4930 2.0291 -0.9515
O -6.6208 -0.5219 -1.1026
H -1.8563 -5.1978 -3.6276
O -3.6544 3.0157 1.6348
O 5.0871 6.1674 4.4724
H -0.8506 -1.6545 -4.1940
H -1.6910 -6.0319 -1.5485
H -6.6777 1.0066 -1.9028
H -3.8752 -0.6282 -0.9881
H 5.6802 1.2009 1.6545
H 1.5607 4.3809 1.4640
H -6.8701 -0.6213 -2.1512
O 0.0773 -3.1342 0.0117
H -3.7897 0.3296 1.4761
H -2.6060 -1.2521 -2.0267
H -4.2858 2.2471 1.4556
H 0.5962 -4.2121 -2.1992
H -6.3940 -3.7875 -0.4925
H 6.0746 5.7893 4.6674
H 0.8728 -1.9335 -1.7926
H 1.0843 -6.3073 -6.8218
H -6.0243 -1.3505 -0.9018
H 1.2945 7.1821 1.3446
O -2.6702 -1.0871 1.9511
H -2.1133 3.7130 0.8863
H 4.4310 1.7448 1.5566
H 3.5548 -0.5861 1.6250
H 3.8408 0.9327 3.5411
H 2.4641 3.9993 -0.1192
*
```

The HOMO energy is -13.4979 eV. The relative energy (zero: lowest compared OMol25 entry of this formula, charge and spin) is 477.8 kJ/mol. The gap between HOMO and LUMO is 8.4 eV. As for the LUMO energy: -5.131 eV.



# 4
C12H7BCrF8N3O4S as an isolated structure, computed with ωB97M-V with the def2-TZVPD basis set.

```
! RIJCOSX wB97M-V def2-TZVPD def2/J DEFGRID3
* xyz -1 5
S 2.8054 1.6902 -0.1790
F -0.7746 1.3801 2.9532
F 0.9725 -5.6010 -0.3521
C -2.0900 -1.9153 -0.2860
H -1.1459 5.0936 -2.0251
O -3.5584 -3.4259 1.5066
C 0.9576 4.6623 -2.2163
H -2.5942 -5.5537 2.2367
C -0.5320 3.4287 -0.8306
B 0.4638 0.8488 3.3722
Cr 0.5609 1.1025 0.7427
O 0.1785 -1.1060 -0.1660
H 1.1548 5.4604 -2.9180
C -0.3247 4.4640 -1.7155
F 1.4455 1.8304 3.1121
H -1.5098 3.2018 -0.4231
H -3.0015 -1.6453 0.2322
C -0.8747 -5.7849 1.1495
F 0.7613 -0.2332 2.4366
F 0.4555 0.3961 4.6592
H 0.0148 -3.2959 -1.0258
F 3.3952 5.0860 -3.2267
C -2.5085 -3.8827 1.1003
O -0.6033 -6.8696 1.6182
C 1.7320 2.8153 -0.8794
C -1.0283 -0.8305 -0.0205
C -0.5534 -3.8449 -0.2923
C -0.1402 -5.0414 0.1502
N 0.4581 2.6340 -0.4220
F 3.6698 2.9333 -3.1938
C 1.9928 3.8383 -1.8094
C 3.3497 3.9929 -2.4204
O -1.4549 0.3109 0.3005
N -2.0224 -5.0946 1.5457
N -1.6989 -3.2482 0.1715
F 4.3360 4.1421 -1.5253
H -2.2885 -1.9385 -1.3603
*
```

The HOMO energy (spin up / spin down) is -5.4531 / -5.8112 eV. The relative energy (zero: lowest compared OMol25 entry of this formula, charge and spin) is 24.8 kJ/mol. The gap between HOMO and LUMO (spin up / spin down) is 8.0 / 8.1 eV. As for the LUMO energy (spin up / spin down): 2.504 / 2.320 eV.



# 5
An isolated ion of composition C12H7F3N3O5S3 and charge -1, computed with ωB97M-V with the def2-TZVPD basis set.

```
! RIJCOSX wB97M-V def2-TZVPD def2/J DEFGRID3
* xyz -1 1
S -2.6260 0.3023 0.9994
F -2.4596 2.8597 -1.9284
H 0.1791 -1.0155 0.7204
O -2.3318 -1.1225 1.1117
C -0.6010 0.7336 -0.9139
C 0.9439 1.8683 1.2210
O 3.1775 -0.9569 0.2822
C -0.4305 1.5496 1.4289
C -1.1456 1.0468 0.4005
C 0.9336 0.3339 -0.7380
H 3.0254 -3.3996 0.7119
F -0.9848 3.9014 -0.6688
N -2.5148 1.1523 2.3664
C 2.1384 -1.6129 0.1548
C 0.1650 -2.0903 -1.1223
H -0.6343 -3.9728 -0.8380
S 1.2652 -5.5477 0.5150
H -1.2131 0.0237 -1.4769
C 1.1366 -3.9195 0.1651
C 0.7840 -1.0389 -0.2086
S -0.0119 1.8564 -2.1164
C 1.5945 1.3490 0.1566
C -1.2400 1.5944 2.6936
H 2.6181 1.6237 -0.1041
C -1.1632 3.2554 -1.8502
N 2.1589 -3.0063 0.3636
O -0.8276 1.9080 3.8140
O -3.7590 0.6924 0.1899
F -0.9171 4.1453 -2.8591
O -0.1952 -1.9305 -2.2776
N 0.0474 -3.3298 -0.4456
H 1.4300 2.5119 1.9599
H 1.4579 0.2353 -1.7069
*
```

The HOMO energy is -5.3861 eV. The relative energy (zero: lowest compared OMol25 entry of this formula, charge and spin) is 0.0 kJ/mol. The gap between HOMO and LUMO is 7.0 eV. As for the LUMO energy: 1.629 eV.



# 6
C12H8Cl3DyN4OS2 as an isolated structure, computed with ωB97M-V with the def2-TZVPD basis set.

```
! RIJCOSX wB97M-V def2-TZVPD def2/J DEFGRID3
* xyz 2 6
C -1.9708 2.0721 1.1819
O 0.9207 -0.3844 -1.0007
H 3.3871 -4.1338 -0.5939
Cl 5.6343 -3.7352 -2.3958
N 1.3302 3.2854 1.6141
H -4.4225 -2.7852 -0.4900
N -3.5646 -2.1892 -0.5940
N -2.4556 -0.2646 0.1807
C -4.2553 1.0466 0.9895
S -1.1172 4.2909 2.3211
C 3.3173 -3.1472 -0.9961
C -0.0119 3.1192 1.5398
Dy -0.2361 -0.2217 0.7028
Cl 3.2144 1.1097 -2.3531
C 4.1319 -1.4393 -2.4105
C 2.3392 -2.2909 -0.5367
Cl 1.2639 -2.8519 0.7365
S -5.1220 -0.3765 0.5405
H -3.4480 3.3130 2.1559
H 1.9244 2.5353 1.2410
N -0.5741 1.9963 1.1026
C 2.1333 -1.0179 -1.1349
C -2.8891 0.9916 0.7943
H -4.7978 1.9227 1.3819
C -3.6083 -1.0220 -0.0221
H 1.8301 4.0256 2.0342
C 3.1736 -0.5437 -1.8752
H -2.6811 -2.6608 -0.7064
C 4.2631 -2.7577 -2.0094
H 4.7125 -1.0617 -3.2766
C -2.4221 3.1752 1.8786
*
```

The HOMO energy (spin up / spin down) is -13.9867 / -14.0924 eV. The relative energy (zero: lowest compared OMol25 entry of this formula, charge and spin) is 83.1 kJ/mol. The gap between HOMO and LUMO (spin up / spin down) is 4.9 / 7.1 eV. As for the LUMO energy (spin up / spin down): -9.096 / -6.971 eV.



| no. | strongest force on any atom (eV/A) | DFT total energy (eV) |
| --- | --- | --- |
| 1 | 0.54 | -45914.15413 |
| 2 | 7.28 | -45082.68536 |
| 3 | 13.86 | -69861.25786 |
| 4 | 2.21 | -86903.96581 |
| 5 | 4.42 | -67924.62564 |
| 6 | 3.02 | -103888.28388 |